C5H36N2O14 | ωB97M-V/def2-TZVPD

Last columns: bonded neighbours and bond lengths (Å).
Positions of all 57 atoms, in Å:
1 O 3.10 -0.42 1.26  C2 1.203
2 C 1.95 -0.07 1.29  O1 1.203, C3 1.514, H9 1.097
3 C 1.01 -0.72 0.30  C2 1.514, C4 1.530, H10 1.087, H11 1.087
4 C 0.53 0.19 -0.83  C3 1.530, C5 1.537, H12 1.088, H13 1.096
5 C -0.36 1.30 -0.24  C4 1.537, N8 1.492, H14 1.088, H15 1.090
6 N -3.52 0.15 -1.46  C7 1.235, H16 1.016
7 C -2.57 0.88 -1.17  N6 1.235, N8 1.397, H17 1.087
8 N -1.74 0.77 -0.05  C5 1.492, C7 1.397, H18 1.024
9 H 1.55 0.68 1.98  C2 1.097
10 H 1.55 -1.59 -0.09  C3 1.087
11 H 0.15 -1.15 0.80  C3 1.087
12 H 0.02 -0.35 -1.63  C4 1.088
13 H 1.36 0.60 -1.41  C4 1.096
14 H 0.04 1.56 0.74  C5 1.088
15 H -0.41 2.23 -0.80  C5 1.090
16 H -3.57 -0.83 -1.17  N6 1.016
17 H -2.43 1.88 -1.59  C7 1.087
18 H -1.62 -0.15 0.40  N8 1.024
19 H -0.37 -0.45 3.46  O21 0.976
20 H 0.52 -1.73 3.74  O21 0.970
21 O 0.05 -1.23 3.05  H19 0.976, H20 0.970
22 H 4.90 0.26 0.29  O24 0.976
23 H 3.99 1.07 -0.56  O24 0.978
24 O 4.63 0.34 -0.64  H22 0.976, H23 0.978
25 H 1.91 -0.87 -3.09  O27 1.015
26 H 0.65 -1.45 -4.03  O27 0.979
27 O 1.10 -0.66 -3.67  H25 1.015, H26 0.979
28 H -2.95 0.71 2.99  O30 0.993
29 H -3.46 1.82 3.79  O30 0.958
30 O -2.63 1.56 3.39  H28 0.993, H29 0.958
31 H 3.63 -2.41 0.11  O33 0.960
32 H 4.35 -1.79 -1.23  O33 0.962
33 O 3.86 -2.51 -0.81  H31 0.960, H32 0.962
34 H 2.40 -3.23 -1.35  O36 0.979
35 H 1.89 -4.64 -0.90  O36 0.988
36 O 1.69 -3.89 -1.51  H34 0.979, H35 0.988
37 H 1.66 0.94 -4.51  O39 0.992
38 H 1.45 2.13 -3.53  O39 0.970
39 O 1.87 1.90 -4.37  H37 0.992, H38 0.970
40 H 2.07 3.01 -0.04  O42 0.971
41 H 1.85 2.49 -1.35  O42 0.965
42 O 2.57 2.91 -0.86  H40 0.971, H41 0.965
43 H -2.68 -2.83 0.44  O45 0.978
44 H -4.22 -2.46 0.77  O45 0.968
45 O -3.47 -2.31 0.18  H43 0.978, H44 0.968
46 H -1.32 4.12 2.68  O48 0.961
47 H -1.04 2.76 3.26  O48 0.956
48 O -0.60 3.57 3.00  H46 0.961, H47 0.956
49 H -2.55 -0.92 2.45  O51 0.977
50 H -3.66 -0.66 1.40  O51 0.985
51 O -3.51 -0.75 2.36  H49 0.977, H50 0.985
52 H 0.14 -3.31 -0.84  O54 0.977
53 H -1.14 -2.83 -1.77  O54 1.018
54 O -0.76 -2.93 -0.83  H52 0.977, H53 1.018
55 H -2.18 2.49 1.01  O57 0.978
56 H -3.34 3.44 0.61  O57 0.973
57 O -2.37 3.36 0.61  H55 0.978, H56 0.973

Results
- Largest force on an atom: 2.9 eV/A
- Kohn-Sham gap: 9.3 eV
- E: -37413.4954 eV
- Energy above the lowest of the compared OMol25 structures with the same formula, charge and spin: 66.12 kcal/mol
- Highest occupied orbital energy: -9.50 eV